Entry 1:
{"formula": "C20H34As2FGeMnN", "method": "ωB97M-V/def2-TZVPD", "elements": ["Mn", "C", "As", "C", "C", "C", "C", "C", "C", "C", "As", "C", "C", "H", "H", "H", "H", "H", "H", "H", "H", "H", "H", "H", "H", "H", "H", "H", "H", "F", "C", "C", "C", "C", "N", "C", "C", "H", "H", "H", "H", "H", "H", "H", "C", "Ge", "C", "C", "C", "H", "H", "H", "H", "H", "H", "H", "H", "H", "H", "H"], "positions_angstrom": [[0.33, -0.17, -0.23], [-2.44, 2.49, -0.33], [-2.02, 0.64, 0.00], [-2.88, 0.22, 1.67], [-2.99, -0.40, -1.31], [-4.15, 0.08, -1.90], [-4.87, -0.74, -2.76], [-4.44, -2.03, -3.01], [-3.28, -2.51, -2.41], [-2.54, -1.70, -1.57], [-0.88, -2.28, -0.77], [-1.40, -3.66, 0.49], [0.01, -3.23, -2.20], [-3.52, 2.60, -0.30], [-2.06, 2.80, -1.30], [-2.00, 3.11, 0.46], [-3.94, 0.48, 1.59], [-2.43, 0.78, 2.48], [-2.80, -0.85, 1.87], [-4.50, 1.09, -1.72], [-5.77, -0.36, -3.23], [-5.01, -2.67, -3.67], [-2.96, -3.53, -2.63], [-2.17, -4.27, 0.03], [-1.79, -3.22, 1.41], [-0.54, -4.28, 0.73], [-0.62, -4.06, -2.53], [0.95, -3.62, -1.83], [0.19, -2.54, -3.01], [1.62, -0.82, -1.26], [3.19, 5.50, -0.36], [2.51, 4.18, -0.31], [1.51, 3.90, 0.63], [0.91, 2.66, 0.64], [1.24, 1.67, -0.21], [2.20, 1.93, -1.11], [2.84, 3.15, -1.19], [2.74, 6.22, 0.32], [3.16, 5.91, -1.38], [4.25, 5.39, -0.10], [1.19, 4.65, 1.34], [0.14, 2.45, 1.37], [2.44, 1.13, -1.79], [3.60, 3.29, -1.94], [3.71, -0.04, 1.09], [2.35, -1.21, 1.78], [2.37, -3.00, 1.04], [2.20, -1.18, 3.72], [0.38, -0.36, 1.59], [4.67, -0.43, 1.42], [3.61, 0.98, 1.47], [3.71, -0.04, 0.00], [3.36, -3.42, 1.22], [2.23, -2.98, -0.04], [1.64, -3.65, 1.51], [3.11, -1.64, 4.10], [1.35, -1.75, 4.09], [2.15, -0.16, 4.11], [0.46, 0.57, 2.16], [-0.31, -1.06, 2.07]], "lumo_ev": [-8.2, -6.8], "total_charge": 2, "multiplicity": 2, "orbital_gap_ev": [7.15, 8.54]}

=====

Entry 2:
{"formula": "C5H14O3", "method": "ωB97M-V/def2-TZVPD", "elements": ["C", "C", "C", "C", "C", "O", "H", "H", "H", "H", "H", "H", "H", "H", "H", "H", "O", "H", "H", "O", "H", "H"], "positions_angstrom": [[-1.19, -0.39, -0.25], [-0.19, -0.29, 0.65], [1.23, -0.53, 0.32], [1.73, 0.30, -0.85], [1.91, 1.76, -0.56], [2.60, 2.16, 0.59], [-2.22, -0.10, 0.10], [-0.97, -0.57, -1.36], [-0.36, 0.16, 1.72], [1.20, -1.66, -0.03], [2.02, -0.50, 0.99], [2.54, -0.12, -1.37], [0.87, 0.28, -1.61], [1.06, 2.39, -0.43], [2.58, 2.21, -1.26], [2.99, 3.08, 0.39], [-2.81, -0.46, 2.44], [-2.37, -1.36, 2.26], [-2.24, 0.15, 2.13], [-3.11, -2.09, -1.57], [-2.57, -2.92, -1.36], [-2.72, -1.47, -0.93]], "lumo_ev": 0.6, "smiles": "C=CCCCO.O.O", "orbital_gap_ev": 10.68}

=====

Entry 3:
{"formula": "C4H6F2", "method": "ωB97M-V/def2-TZVPD", "elements": ["C", "C", "C", "C", "F", "F", "H", "H", "H", "H", "H", "H"], "positions_angstrom": [[-1.08, -0.78, -0.82], [-0.26, 0.24, -0.70], [0.45, 0.47, 0.63], [1.89, 0.01, 0.28], [2.50, 0.69, -0.77], [1.97, -1.36, 0.03], [-1.53, -1.03, -1.88], [-1.22, -1.41, 0.11], [0.14, 0.99, -1.42], [0.53, 1.41, 1.08], [0.14, -0.05, 1.42], [2.64, 0.07, 1.11]], "lumo_ev": 1.0, "smiles": "C=CCC(F)F", "orbital_gap_ev": 11.23}

=====

The evaluated relative energy (zero: lowest compared OMol25 entry of this formula, charge and spin) for the records listed, in turn: 3.4 259.3 106.2 kJ/mol.
The evaluated DFT total energy for the records listed, in turn: -8635.9802 -424.5075 -355.6842 a.u..